No. 1
83
Properties=species:S:1:pos:R:3:lowdin_spin:R:1 method="wB97M-V/def2-TZVPD" multiplicity=6 s_squared=8.79 homo_lumo_gap_ev="5.04 / 5.79" e_lumo_ev="-0.6 / -0.6" e_tot_ha=-3407.8744 e_above_lowest_kj_mol=447.3
P 0.4491 -1.4249 -3.5849 0.015
P 0.7630 2.1760 -3.8296 0.024
C 0.2336 -0.2221 -4.9993 0.001
C 1.3341 0.8404 -4.9676 0.003
H -0.7899 0.2172 -4.8605 0.001
H 0.2395 -0.7664 -5.9594 0.000
H 2.2906 0.4385 -4.5697 0.002
H 1.4736 1.2482 -5.9856 0.000
C 0.4253 3.3658 -5.3034 0.013
H 0.1784 4.3923 -4.9913 0.000
H -0.4157 3.0374 -5.9364 0.000
H 1.2941 3.4486 -5.9818 0.001
C 2.3005 2.9874 -3.2250 0.015
H 2.6336 3.7550 -3.9568 0.002
H 3.0803 2.1926 -3.0459 0.004
H 2.0001 3.4916 -2.2824 0.002
C 0.0282 -2.8339 -4.7464 0.008
H -0.0254 -3.7978 -4.2288 0.000
H 0.8450 -2.8952 -5.4828 0.001
H -0.9066 -2.6767 -5.3025 0.000
C 2.0876 -2.0489 -3.1620 0.029
H 2.7285 -1.2224 -2.8057 0.016
H 2.5138 -2.6137 -3.9867 0.002
H 1.8507 -2.7625 -2.3566 0.001
Mn 2.1239 0.4181 -1.8210 4.555
C -2.1740 2.1075 -3.7367 0.001
C -2.9202 1.6132 -4.7046 0.002
C -4.2903 1.0775 -4.5476 0.000
C -4.2992 -0.0394 -3.5090 0.000
C -3.1493 -0.9110 -3.8132 0.003
C -2.2052 -1.0525 -2.8789 0.001
C -1.6417 0.1566 -2.0212 0.006
C -2.0623 1.5849 -2.2659 0.001
C 2.2150 -1.2955 -0.2981 0.064
H -1.7054 3.1134 -3.8355 0.001
H -2.5950 1.7704 -5.7280 0.000
H -4.6659 0.6657 -5.4850 0.000
H -5.0017 1.8402 -4.2181 0.000
H -4.1502 0.3986 -2.5283 0.000
H -5.2091 -0.6275 -3.4786 0.000
H -3.0764 -1.4176 -4.7945 0.000
H -1.7491 -2.0285 -2.5346 0.001
H -0.5097 0.1693 -2.0574 0.005
H -1.8424 -0.1188 -0.9795 0.001
H -3.0172 1.8030 -1.7554 0.000
H -1.3174 2.2772 -1.7879 0.001
H 2.5849 -1.3858 0.7457 0.007
H 2.8477 -2.0293 -0.8564 0.015
H 1.1766 -1.6993 -0.2795 0.003
C -0.7451 5.6036 0.5067 0.007
C 0.4049 5.1874 -0.1742 -0.001
C 0.8608 3.8724 -0.0355 0.009
C 0.1190 2.9257 0.7009 0.019
C -0.9671 3.3820 1.4558 0.009
C -1.4206 4.7034 1.3437 0.000
Si 0.7302 1.1461 0.7165 0.088
C 2.3265 1.2380 1.6662 0.008
C 3.5629 0.9857 1.0338 0.011
C 4.6871 0.6981 1.8163 0.002
C 4.6307 0.8102 3.2091 0.000
C 3.4515 1.2606 3.8353 0.001
C 2.3001 1.4819 3.0483 0.002
C -0.6210 0.2325 1.6990 0.013
C -0.3858 -0.4697 2.8950 0.005
C -1.4571 -0.8978 3.6975 0.000
C -2.7755 -0.7052 3.2791 0.005
C -3.0305 -0.1109 2.0436 0.000
C -1.9637 0.3676 1.2817 0.005
H -1.1016 6.6272 0.3991 0.001
H 0.9662 5.8870 -0.8001 0.000
H 1.8180 3.5909 -0.4768 0.001
H -1.4756 2.7048 2.1482 0.000
H -2.2897 5.0258 1.9097 0.000
H 3.6166 0.9826 -0.0661 0.008
H 5.6411 0.3807 1.3640 0.000
H 5.4815 0.5172 3.8343 0.000
H 3.3989 1.4018 4.9097 0.000
H 1.3738 1.8065 3.5440 0.000
H 0.6425 -0.6508 3.2308 0.000
H -1.2519 -1.3756 4.6566 0.000
H -3.6085 -1.0162 3.9098 0.000
H -4.0502 0.0158 1.6716 0.000
H -2.1981 0.9179 0.3614 0.000

---

No. 2
93
Properties=species:S:1:pos:R:3:lowdin_charge:R:1 method="wB97M-V/def2-TZVPD" multiplicity=1 smiles="CC(=O)OCCCCCC1=CC(=O)C=CC1=O.CC#N.CC#N.CC#N.CC#N.CC#N.CC#N.CC#N.CC#N.CC#N.CC#N" homo_lumo_gap_ev=7.98 e_lumo_ev=-1.4 e_tot_ha=-2132.8181
C 3.3354 -7.7574 0.3029 -0.028
C 2.5556 -6.2784 0.3090 -0.260
O 1.9841 -5.9576 1.5030 -0.048
O 2.4467 -5.4060 -0.8726 -0.141
C 3.5825 -4.4772 -0.9862 -0.168
C 3.3196 -3.0159 -0.2175 -0.166
C 1.7539 -2.8071 0.2248 -0.201
C 1.3293 -1.2417 0.5252 -0.193
C -0.1196 -1.2101 1.3599 -0.171
C -1.1893 -2.2045 0.5659 -0.094
C -1.4498 -3.6367 0.9976 0.052
C -2.5116 -4.5422 0.0751 -0.222
O -3.4434 -5.3378 0.6117 -0.052
C -2.3329 -4.3173 -1.5729 0.019
C -2.1080 -2.8762 -1.9943 0.011
C -2.0231 -1.7104 -0.7976 -0.176
O -2.6070 -0.5142 -0.9104 -0.056
H 3.8769 -7.8065 1.3654 0.105
H 2.4979 -8.5967 0.3350 0.100
H 4.0727 -7.8823 -0.5977 0.084
H 4.5890 -4.9768 -0.6596 0.133
H 3.6669 -4.1958 -2.1424 0.116
H 3.5779 -2.1275 -0.9719 0.093
H 4.0938 -2.9534 0.6623 0.034
H 1.0974 -3.1793 -0.6991 0.121
H 1.5246 -3.4045 1.2163 0.112
H 1.1123 -0.7243 -0.5189 0.109
H 2.1728 -0.6153 1.0647 0.077
H -0.5968 -0.1187 1.3614 0.109
H 0.0067 -1.5057 2.4859 0.069
H -0.9190 -4.1247 1.9495 0.142
H -2.3739 -5.2083 -2.3469 0.121
H -1.9475 -2.5533 -3.1084 0.113
C 2.6102 2.7627 -1.4469 -0.085
C 2.7430 2.1338 -0.0696 -0.172
N 2.8531 1.6121 1.0731 0.094
H 1.9156 2.1795 -2.0578 0.073
H 2.2321 3.7847 -1.3553 0.083
H 3.5853 2.7869 -1.9414 0.025
C 1.0190 2.5219 4.7541 -0.067
C 0.5535 1.1283 4.3650 -0.162
N 0.1673 -0.0278 4.0421 0.104
H 1.4328 3.0341 3.8811 0.071
H 0.1766 3.1019 5.1411 0.073
H 1.7902 2.4553 5.5265 0.079
C -3.6803 2.1916 0.2718 -0.081
C -3.5746 3.6932 0.0611 -0.190
N -3.4870 4.9389 -0.1136 0.080
H -3.4101 1.9396 1.3010 0.076
H -4.7046 1.8595 0.0811 0.034
H -3.0040 1.6707 -0.4116 0.046
C -7.3414 -0.9401 1.0401 -0.063
C -7.2357 0.5615 0.8294 -0.161
N -7.1481 1.8072 0.6547 0.108
H -7.0712 -1.1922 2.0693 0.078
H -8.3657 -1.2722 0.8494 0.080
H -6.6652 -1.4610 0.3566 0.080
C 5.1732 -3.1169 -4.9521 -0.079
C 5.3483 -2.2943 -3.6861 -0.202
N 5.4935 -1.6119 -2.6357 0.097
H 5.5905 -4.1173 -4.8075 0.077
H 4.1107 -3.2060 -5.1949 0.077
H 5.6896 -2.6328 -5.7857 0.075
C -2.7386 7.9737 -1.8904 -0.095
C -1.3833 8.6594 -1.9475 -0.217
N -0.2589 9.2282 -1.9948 0.068
H -2.7821 7.1714 -2.6322 0.072
H -2.8997 7.5484 -0.8960 0.049
H -3.5314 8.6968 -2.1011 0.073
C 6.2896 0.1826 1.3571 -0.071
C 5.8445 -1.2503 1.5998 -0.161
N 5.4751 -2.4391 1.8012 0.096
H 5.4879 0.7448 0.8704 0.045
H 6.5347 0.6630 2.3084 0.077
H 7.1740 0.1943 0.7140 0.074
C -3.6196 0.6304 5.5645 -0.081
C -3.1786 1.7657 6.4739 -0.213
N -2.8128 2.7076 7.2283 0.078
H -4.5809 0.8737 5.1037 0.072
H -2.8770 0.4734 4.7773 0.058
H -3.7252 -0.2914 6.1433 0.077
C 6.3294 3.4385 -4.1721 -0.070
C 4.9106 2.8947 -4.2085 -0.184
N 3.7334 2.4436 -4.2387 0.103
H 6.9896 2.7977 -4.7630 0.078
H 6.3516 4.4504 -4.5860 0.079
H 6.6912 3.4677 -3.1406 0.077
C -8.4343 4.1093 -1.0673 -0.109
C -9.6706 4.7264 -1.7006 -0.216
N -10.6961 5.2384 -2.2260 0.071
H -7.7395 3.7833 -1.8462 0.073
H -7.9353 4.8446 -0.4301 0.076
H -8.7184 3.2458 -0.4594 0.030

---

No. 3
95
Properties=species:S:1:pos:R:3:lowdin_spin:R:1 method="wB97M-V/def2-TZVPD" multiplicity=5 s_squared=6.01 homo_lumo_gap_ev="7.63 / 7.24" e_lumo_ev="0.5 / -1.2" e_tot_ha=-3955.9670 e_above_lowest_kj_mol=20.4
Rh -0.2378 -1.1419 0.5739 2.431
C 5.0891 -0.6541 -0.2381 0.007
Si 3.3620 -1.5460 -0.0243 0.018
C 2.9986 -2.6722 -1.4586 0.000
C 3.3453 -2.4989 1.5982 0.002
N 2.0350 -0.5110 0.3165 0.128
P 1.7269 1.0569 0.0745 0.118
C 0.0364 1.0680 0.2995 0.695
P -1.3998 1.0280 -0.5981 0.111
N -1.4978 -0.4618 -1.1225 0.166
Si -2.4209 -1.4364 -2.2430 0.021
C -1.4390 -2.2121 -3.6537 0.000
C -3.6499 -0.2718 -3.1248 0.007
C -3.3464 -2.8017 -1.3289 0.003
C -1.5146 2.2215 -1.9809 0.001
C -0.9408 1.8126 -3.1981 0.003
C -1.0395 2.5871 -4.3201 0.000
C -1.6476 3.8258 -4.3046 0.003
C -2.2117 4.2469 -3.1265 0.000
C -2.1632 3.4555 -1.9900 0.003
C -2.7742 1.4821 0.4827 0.014
C -2.5843 1.4834 1.8786 0.014
C -3.6901 1.6035 2.6753 0.000
C -4.9767 1.6867 2.1614 0.003
C -5.1803 1.7463 0.7784 0.000
C -4.0439 1.5618 -0.0294 0.003
C 2.5018 2.2032 1.2832 0.013
C 3.6697 2.8385 0.9718 0.005
C 4.1476 3.8309 1.8089 0.001
C 3.4964 4.0135 3.0237 0.006
C 2.4225 3.1964 3.4145 0.001
C 1.8635 2.3698 2.5119 0.015
C 2.1458 1.7694 -1.5679 0.012
C 2.4904 0.8760 -2.5941 0.006
C 2.6329 1.3578 -3.8911 0.000
C 2.5124 2.6875 -4.1694 0.004
C 2.1027 3.5458 -3.1511 0.000
C 1.9517 3.0887 -1.8717 0.006
H 5.9011 -1.3237 0.0075 0.001
H 5.2251 0.2311 0.4328 0.000
H 5.2378 -0.2701 -1.2383 0.000
H 3.6587 -3.4986 -1.5906 0.000
H 3.0458 -2.0242 -2.3652 0.000
H 1.9847 -3.0562 -1.3789 0.000
H 4.2971 -3.1043 1.6101 0.000
H 2.4290 -3.0557 1.6515 0.000
H 3.3164 -1.7376 2.3185 0.000
H -1.1890 -1.5536 -4.4499 0.000
H -2.0389 -3.0592 -3.9973 0.000
H -0.4707 -2.7010 -3.3812 0.000
H -3.3311 0.7680 -3.1937 0.000
H -4.5966 -0.2538 -2.5046 0.000
H -4.0421 -0.6960 -4.0643 0.001
H -4.3564 -2.4640 -1.1786 0.000
H -2.8619 -3.0535 -0.4464 0.000
H -3.4213 -3.6634 -1.9835 0.000
H -0.4915 0.7942 -3.2682 0.000
H -0.6111 2.1150 -5.1961 0.000
H -1.7891 4.3762 -5.2186 0.000
H -2.7978 5.1577 -3.0360 0.000
H -2.6380 3.8337 -1.1162 0.000
H -1.5749 1.4811 2.2773 0.010
H -3.6312 1.5947 3.7421 0.000
H -5.8716 1.5466 2.8101 0.000
H -6.1154 1.9115 0.3422 0.000
H -4.0972 1.4003 -1.1221 0.000
H 4.1047 2.6190 -0.0552 0.000
H 5.0996 4.4167 1.6050 0.000
H 3.8900 4.7511 3.7396 0.000
H 1.9709 3.2893 4.3690 0.000
H 1.0321 1.7838 2.7183 0.007
H 2.5989 -0.1540 -2.3941 0.000
H 2.7573 0.6687 -4.7509 0.000
H 2.5810 2.9563 -5.1711 0.000
H 1.9762 4.5865 -3.4941 0.000
H 1.6172 3.7198 -1.0772 0.001
N 0.8173 -3.0607 4.0753 0.000
C -0.5516 -3.4350 3.5555 0.000
C -1.2154 -4.2891 4.6020 0.000
P -1.3555 -1.7677 3.1861 0.006
O -2.4851 -1.5461 4.3664 0.003
O -2.0377 -1.8853 1.8780 0.057
O -0.2096 -0.7794 3.4523 0.035
P -0.1695 -4.3454 1.9328 0.006
O 1.0299 -5.2667 2.4941 0.002
O -1.3104 -5.2094 1.5915 0.002
O 0.4264 -3.2590 1.0807 0.046
H 0.9908 -3.5147 4.9851 0.000
H 0.7041 -1.9701 4.1204 0.000
H 1.6073 -3.1664 3.4330 0.000
H -1.0914 -3.8054 5.6030 0.000
H -0.8280 -5.3341 4.6676 0.000
H -2.2614 -4.3421 4.4881 0.000
H -3.3936 -1.6191 4.0427 0.000
H 0.7637 -6.1723 2.6273 0.000

---

No. 4
88
Properties=species:S:1:pos:R:3:lowdin_charge:R:1 method="wB97M-V/def2-TZVPD" multiplicity=1 smiles="COc1ccc(NC(=O)[C@@H]2[C@H]3C(=O)N(CCCN4CCCCC4)[C@H](C(=O)N[C@@H]4CCC[C@H](C)[C@@H]4C)[C@]34C=C[C@H]2O4)cc1" homo_lumo_gap_ev=8.23 e_lumo_ev=0.5 e_tot_ha=-1880.3559 e_above_lowest_kj_mol=7.7
C 8.9964 4.3787 -3.5532 -0.096
H 9.4023 3.4181 -3.2194 0.095
O 7.8000 4.6949 -2.8859 -0.091
C 6.7344 3.8545 -3.0310 -0.283
C 6.7278 2.6949 -3.7962 -0.016
C 5.5880 1.9126 -3.8763 -0.004
C 4.4359 2.2763 -3.1927 -0.219
C 4.4424 3.4398 -2.4230 -0.016
C 5.5749 4.2177 -2.3434 -0.004
H 5.5895 5.1189 -1.7514 0.117
H 3.5503 3.7291 -1.8863 0.116
N 3.2518 1.5301 -3.2383 0.143
C 2.9962 0.3685 -3.8915 -0.416
O 3.7761 -0.2502 -4.5823 0.088
C 1.5617 -0.0684 -3.6429 -0.093
C 1.2611 -0.3474 -2.1656 -0.071
C 0.2405 0.5377 -1.4831 -0.393
O 0.2682 1.7500 -1.4360 0.080
N -0.6961 -0.2606 -0.9289 0.019
C -1.7633 0.2367 -0.0969 -0.125
C -3.1283 0.1639 -0.7821 -0.146
H -3.3716 -0.8670 -1.0495 0.108
C -4.2228 0.6943 0.1475 -0.208
N -3.8734 1.9739 0.7307 -0.186
C -4.6611 2.2796 1.9100 -0.206
C -4.0987 3.5135 2.6087 -0.187
C -4.1207 4.7059 1.6600 -0.211
C -3.3613 4.3375 0.3912 -0.181
C -3.9451 3.0686 -0.2214 -0.195
H -3.3682 2.8024 -1.1076 0.114
H -4.9909 3.2539 -0.5337 0.129
H -2.3127 4.1579 0.6326 0.116
H -3.4121 5.1484 -0.3370 0.110
H -3.6693 5.5785 2.1351 0.107
H -5.1551 4.9548 1.4094 0.111
H -3.0697 3.3072 2.9067 0.115
H -4.6842 3.7226 3.5059 0.108
H -4.6143 1.4226 2.5880 0.115
H -5.7237 2.4537 1.6540 0.127
H -4.3488 -0.0145 0.9720 0.108
H -5.1799 0.7363 -0.4048 0.126
H -3.0898 0.7407 -1.7062 0.112
H -1.7803 -0.3215 0.8445 0.120
H -1.5360 1.2810 0.1253 0.123
C -0.4922 -1.6890 -1.1350 -0.078
C 0.5345 -1.7201 -2.2527 -0.342
C 1.6348 -2.7317 -2.4704 0.044
C 2.0294 -2.5171 -3.7203 0.013
H 2.8372 -2.9508 -4.2722 0.114
C 1.1213 -1.4329 -4.2617 -0.218
H 0.9496 -1.4186 -5.3334 0.161
O -0.0784 -1.6612 -3.5369 0.003
H 2.0364 -3.3681 -1.7089 0.116
H -1.4228 -2.1630 -1.4642 0.159
C 0.0303 -2.3003 0.1745 -0.423
O 1.1656 -2.1246 0.5599 0.098
N -0.9017 -2.9829 0.8634 0.119
H -1.8233 -3.1070 0.4761 0.142
C -0.6643 -3.5409 2.1809 -0.279
C -1.1303 -4.9939 2.2384 -0.142
C -0.8048 -5.5916 3.6036 -0.185
C -1.4299 -4.7618 4.7203 -0.174
C -0.9708 -3.3045 4.6459 -0.350
C -1.5304 -2.4978 5.8156 -0.067
H -1.2731 -1.4461 5.7138 0.082
H -1.1130 -2.8621 6.7514 0.078
H -2.6120 -2.5893 5.8739 0.075
H 0.1226 -3.2950 4.7262 0.146
C -1.3167 -2.6792 3.2819 -0.280
C -2.8162 -2.4774 3.0628 -0.043
H -3.0021 -2.0311 2.0878 0.055
H -3.3662 -3.4118 3.1239 0.077
H -3.2127 -1.7980 3.8120 0.077
H -0.8441 -1.6905 3.2374 0.147
H -2.5180 -4.8125 4.6540 0.115
H -1.1427 -5.1779 5.6878 0.117
H -1.1692 -6.6194 3.6531 0.111
H 0.2792 -5.6142 3.7343 0.118
H -0.6305 -5.5630 1.4519 0.120
H -2.2059 -5.0469 2.0575 0.114
H 0.4217 -3.5051 2.3216 0.154
H 2.1595 -0.3993 -1.5470 0.177
H 0.8864 0.7056 -4.0229 0.168
H 2.4908 1.9181 -2.6907 0.132
H 5.5929 1.0156 -4.4722 0.100
H 7.6046 2.3823 -4.3405 0.103
H 8.8584 4.3566 -4.6393 0.095
H 9.6961 5.1728 -3.2964 0.091

---

No. 5
97
Properties=species:S:1:pos:R:3:lowdin_charge:R:1 method="wB97M-V/def2-TZVPD" multiplicity=1 homo_lumo_gap_ev=7.18 charge=-1 e_lumo_ev=1.7 e_tot_ha=-4943.8704
O 0.6065 -3.9072 0.6944 -0.031
C -0.0943 -2.9578 0.6194 -0.843
Br 0.7374 -1.2137 1.1845 0.630
C -1.5379 -2.9593 0.1700 -0.263
Al -1.6672 -3.6045 -1.8147 0.289
C 0.1197 -3.0603 -2.6579 -0.264
C 0.9349 -4.0205 -3.3565 -0.077
C 2.1860 -3.4094 -3.8393 -0.080
C 2.4255 -2.0530 -3.5893 -0.214
N 1.6664 -1.1328 -2.9752 0.050
C 0.5491 -1.7257 -2.5505 -0.248
H -2.0681 -3.7119 0.7808 0.066
H -1.9167 -1.9336 0.2783 0.001
H -1.7055 -5.2153 -1.8187 -0.100
H -2.9304 -2.9496 -2.5419 -0.118
H 0.6744 -5.0758 -3.4761 0.078
H 2.9308 -3.9997 -4.3893 0.081
H 3.3879 -1.6478 -3.9445 0.048
H -0.1513 -1.0440 -2.0282 0.082
C 5.5064 1.2890 -4.3979 -0.083
C 5.4460 -0.1232 -4.8030 -0.270
N 5.3777 -1.2139 -5.1366 0.129
H 6.0660 1.8665 -5.1320 0.075
H 4.4958 1.6860 -4.3240 0.043
H 5.9932 1.3797 -3.4313 0.045
C 0.4005 -2.3554 4.5033 -0.082
C -0.5949 -2.0154 5.5334 -0.265
N -1.3691 -1.7475 6.3320 0.118
H 0.1583 -3.3202 4.0599 0.087
H 0.3985 -1.5945 3.7210 -0.022
H 1.3934 -2.4075 4.9485 0.085
C 2.6762 4.8968 -5.5612 -0.056
C 2.9296 4.1475 -4.3197 -0.248
N 3.1268 3.5654 -3.3558 0.156
H 1.9281 4.3777 -6.1581 0.085
H 2.3126 5.8947 -5.3216 0.081
H 3.5972 4.9800 -6.1360 0.081
C 1.4489 2.2264 4.2165 -0.059
C 1.7227 1.8989 2.8069 -0.284
N 1.9270 1.6410 1.7121 0.108
H 0.8265 1.4509 4.6612 0.074
H 2.3850 2.2931 4.7686 0.079
H 0.9283 3.1805 4.2790 0.080
C 0.1247 3.3514 -1.0573 -0.065
C -0.8681 4.4020 -1.3467 -0.291
N -1.6362 5.2195 -1.5748 0.115
H 1.0161 3.5077 -1.6641 0.047
H 0.4007 3.3802 -0.0047 0.063
H -0.2942 2.3724 -1.2862 0.064
C -4.5517 -0.7476 1.9856 -0.073
C -4.3484 -1.0771 0.5649 -0.281
N -4.1835 -1.3294 -0.5390 0.153
H -5.2333 -1.4667 2.4380 0.072
H -3.5976 -0.7800 2.5105 0.075
H -4.9741 0.2515 2.0779 0.062
C 3.2454 -6.4028 -0.9403 -0.061
C 3.4685 -6.7451 -2.3512 -0.284
N 3.6329 -7.0027 -3.4529 0.124
H 2.6125 -7.1551 -0.4728 0.085
H 4.1981 -6.3623 -0.4130 0.074
H 2.7542 -5.4316 -0.8696 0.064
C -3.5702 2.1067 -2.5451 -0.062
C -3.0418 1.9554 -1.1810 -0.290
N -2.6277 1.8387 -0.1222 0.148
H -4.1261 1.2136 -2.8277 0.085
H -4.2314 2.9685 -2.5910 0.022
H -2.7490 2.2512 -3.2459 0.082
C 5.8434 4.5248 -1.0439 -0.068
C 6.7089 3.8329 -2.0131 -0.268
N 7.3810 3.2921 -2.7635 0.134
H 4.9840 3.8992 -0.8069 0.077
H 6.4012 4.7289 -0.1313 0.077
H 5.4937 5.4647 -1.4674 0.077
C -3.9847 0.6427 6.6594 -0.070
C -4.9425 0.9541 5.5794 -0.275
N -5.6820 1.1955 4.7406 0.126
H -3.4894 -0.3061 6.4542 0.039
H -3.2336 1.4281 6.7230 0.078
H -4.5088 0.5714 7.6119 0.064
C -4.9271 6.6274 -3.2830 -0.065
C -5.3008 5.2486 -3.6403 -0.260
N -5.5847 4.1749 -3.9122 0.136
H -4.2978 7.0525 -4.0628 0.079
H -5.8233 7.2361 -3.1750 0.076
H -4.3781 6.6281 -2.3423 0.072
C -7.2582 -2.2871 6.6344 -0.065
C -7.0665 -1.4282 7.8153 -0.283
N -6.9139 -0.7593 8.7299 0.124
H -6.2935 -2.5163 6.1845 0.079
H -7.7447 -3.2156 6.9287 0.078
H -7.8798 -1.7737 5.9027 0.082
C 4.5678 -3.4166 1.1320 -0.059
C 4.7856 -4.1163 2.4100 -0.283
N 4.9549 -4.6597 3.4021 0.108
H 3.7275 -3.8619 0.6018 0.058
H 4.3520 -2.3654 1.3157 0.077
H 5.4619 -3.4890 0.5140 0.082